ORCA calculation (ωB97M-V/def2-TZVPD) on a 10-piece molecular cluster, C5H31N2O10 overall at a distorted geometry.

## Properties
- Gap between HOMO and LUMO: 8.9 eV
- Strongest force on any atom: 2.694 eV/A
- Energy relative to the best compared isomer or geometry (same formula, charge and spin): 11.47 kcal/mol
- LUMO level: 2.741 eV
- Electronic energy: -1071.0701 a.u.

```
! wB97M-V def2-TZVPD RIJCOSX def2/J DEFGRID3
* xyz -1 1
C 1.0381 2.8415 0.6616
O 2.0234 3.1421 -0.2808
C 1.1977 1.3961 1.2880
C 0.2740 0.4276 0.4773
C 0.4385 -1.0726 0.6323
C -0.3390 -1.6550 1.8149
N -1.7233 -1.7898 1.3047
N 2.5600 0.9058 1.0500
H 0.0494 2.8759 0.1833
H 1.1456 3.5629 1.4798
H 0.8931 1.3267 2.3286
H 0.3746 0.7769 -0.5488
H -0.7327 0.6780 0.8348
H 1.4823 -1.2747 0.9061
H 0.2490 -1.6831 -0.2434
H -0.0359 -2.6695 2.0464
H -0.3163 -1.0875 2.7289
H -1.9940 -0.9777 0.7895
H -2.4300 -1.8942 2.0327
H 2.7091 0.7169 0.0674
H 3.1790 1.6629 1.2832
H -2.7323 1.1717 1.7276
H -3.7405 0.1185 1.9548
O -3.2318 0.7487 2.4020
H -0.2258 -2.5103 -2.3004
H 0.7991 -1.4808 -2.2562
O 0.0045 -1.7144 -2.8051
H -2.4558 -0.7813 -1.4175
H -1.7444 -1.3024 -2.6647
O -2.5499 -1.4679 -2.1130
H 2.4825 1.8232 -2.7493
H 1.7653 2.5297 -1.0963
O 1.7485 1.5635 -2.1535
H -2.0147 -2.8368 -1.0106
H -1.2666 -2.9078 0.3413
O -1.3389 -3.3471 -0.5213
H -0.6568 0.6437 -3.0069
H 0.2119 1.8308 -2.4098
O -0.7182 1.5212 -2.6505
H 2.2300 0.0580 -2.1012
H 2.6233 -1.1202 -1.0252
O 2.4796 -0.9015 -1.9634
H -1.5237 1.1928 -1.1812
H -3.0605 1.3318 -1.0633
O -2.3282 0.8412 -0.6925
H 0.9946 -0.2848 3.5677
H 2.3393 -0.2964 2.7684
O 1.8672 -0.6323 3.5834
*
```

These are the Löwdin partial charges, in e, on atoms 1 to 2: C -0.249; O -0.145

***

ORCA calculation (ωB97M-V/def2-TZVPD) on C9H24FeLi2O17P2S3 as an isolated structure at a distorted geometry.

## Properties
- Gap between HOMO and LUMO (spin up / spin down): 7.8 / 7.9 eV
- Strongest force on any atom: 12.809 eV/A
- ⟨S²⟩: 12.02
- LUMO level (spin up / spin down): -1.203 / -1.214 eV
- Electronic energy: -4792.4039 a.u.

```
! wB97M-V def2-TZVPD RIJCOSX def2/J DEFGRID3
* xyz 0 7
Li 17.2922 20.9194 -21.3434
Li 17.1098 20.2559 -26.0617
Fe 16.5149 18.2192 -22.8641
P 14.8866 17.7496 -21.2104
O 14.3684 18.1155 -19.8583
O 16.0009 18.7822 -21.1654
O 14.6420 18.5394 -22.4514
O 16.1436 16.9390 -21.5421
P 18.1642 19.2989 -24.1663
O 17.7124 19.7064 -22.7806
O 18.8512 20.0804 -25.3424
O 16.6383 19.2567 -24.4513
O 18.1264 17.8309 -23.8058
O 20.3466 11.7192 -22.1675
S 19.2165 12.6827 -22.0349
O 18.1894 12.4848 -21.0055
O 19.8575 14.2573 -21.9554
C 19.0011 15.4388 -21.9923
C 19.6233 16.6078 -21.2815
C 18.5416 12.7610 -23.7691
H 18.0198 15.2481 -21.5578
H 18.8656 15.6123 -23.0598
H 20.6920 16.5908 -21.4952
H 19.5801 16.3642 -20.2199
H 19.2344 17.6191 -21.4001
H 17.7459 12.0172 -23.8105
H 19.2906 12.7406 -24.5607
H 17.9512 13.6737 -23.8495
O 18.6233 21.9656 -29.8498
S 18.8138 21.0709 -28.7020
O 17.7387 20.4945 -27.8925
O 19.7671 19.8379 -29.3131
C 20.0640 18.7430 -28.4157
C 21.4307 18.1743 -28.9270
C 20.1086 21.7515 -27.5826
H 19.2275 18.0447 -28.4417
H 20.1360 19.0450 -27.3709
H 21.9479 17.4838 -28.2608
H 22.1855 18.9599 -28.9605
H 21.4568 17.8086 -29.9536
H 19.9437 22.7759 -27.2486
H 20.9448 21.8280 -28.2776
H 20.5982 21.1153 -26.8452
O 15.7608 16.7403 -24.2932
S 15.9807 15.7150 -25.3135
O 15.8199 14.3004 -24.8855
O 14.9822 15.8820 -26.5580
C 14.6182 17.2636 -26.7987
C 13.0588 17.2605 -27.0342
C 17.6225 15.9461 -26.1509
H 15.1499 17.5202 -27.7150
H 14.9312 17.9603 -26.0210
H 12.7886 16.6850 -27.9195
H 12.7758 18.2772 -27.3069
H 12.5091 16.9800 -26.1358
H 17.6796 15.2285 -26.9694
H 18.3430 15.7106 -25.3676
H 17.7536 17.0076 -26.3611
*
```

These are the Löwdin partial charges, in e, on atoms 1 to 2: Li 0.838; Li 0.680

***

ORCA calculation (ωB97M-V/def2-TZVPD) on C14H28MnN3 as an isolated structure.

## Properties
- Gap between HOMO and LUMO (spin up / spin down): 8.7 / 8.4 eV
- Strongest force on any atom: 0.753 eV/A
- Energy relative to the best compared isomer or geometry (same formula, charge and spin): 0.00 kcal/mol
- ⟨S²⟩: 0.76
- LUMO level (spin up / spin down): -2.409 / -2.443 eV
- Electronic energy: -1865.3414 a.u.

```
! wB97M-V def2-TZVPD RIJCOSX def2/J DEFGRID3
* xyz 1 2
Mn -0.4523 0.0139 0.1009
C -1.8757 -1.1999 1.2274
C -2.5543 -0.4038 0.2485
C -2.2953 0.9582 0.5610
C -1.4542 1.0085 1.7233
C -1.2157 -0.3347 2.1306
C -0.4369 -0.7850 3.3281
C -1.0344 2.2660 2.4275
C -2.8768 2.1453 -0.1436
C -3.4328 -0.8874 -0.8669
C -1.8943 -2.6937 1.3430
H 0.2426 -1.6083 3.0920
H -1.1077 -1.1469 4.1096
H 0.1556 0.0217 3.7605
H -1.9037 2.8630 2.7087
H -0.3963 2.9149 1.8186
H -0.4844 2.0491 3.3421
H -3.8076 2.4584 0.3347
H -3.1089 1.9231 -1.1860
H -2.2131 3.0126 -0.1210
H -4.4707 -0.5906 -0.7050
H -3.4232 -1.9742 -0.9439
H -3.1329 -0.4858 -1.8372
H -2.5697 -3.0128 2.1394
H -0.9106 -3.1024 1.5926
H -2.2360 -3.1738 0.4252
N 0.2117 1.7221 -0.9242
C 1.6843 1.7288 -1.0497
C 2.2560 1.2230 0.2658
N 1.5850 -0.0304 0.6803
C 2.2166 -1.2778 0.1961
C 1.6451 -1.6801 -1.1563
N 0.1736 -1.6353 -1.0514
H -0.2408 1.9111 -1.8131
H -0.0790 2.4773 -0.3084
H 2.0815 2.7172 -1.2874
H 1.9522 1.0650 -1.8709
H 2.0609 1.9654 1.0428
H 3.3393 1.0952 0.2008
H 1.5765 -0.0596 1.6929
H 1.9862 -2.0594 0.9237
H 3.3047 -1.1862 0.1489
H 2.0150 -2.6637 -1.4514
H 1.9481 -0.9754 -1.9298
H -0.1515 -2.4311 -0.5078
H -0.2657 -1.7331 -1.9614
*
```

These are the Löwdin partial charges, in e, on atoms 1 to 2: Mn 0.528; C -0.271

***

ORCA calculation (ωB97M-V/def2-TZVPD) on C7H9F7NbO4 as an isolated structure at a distorted geometry.

## Properties
- Gap between HOMO and LUMO: 7.2 eV
- Strongest force on any atom: 9.300 eV/A
- Energy relative to the best compared isomer or geometry (same formula, charge and spin): 104.24 kcal/mol
- LUMO level: 1.138 eV
- Electronic energy: -1328.7748 a.u.

```
! wB97M-V def2-TZVPD RIJCOSX def2/J DEFGRID3
* xyz -1 1
C -1.9992 -2.3954 0.1977
C -2.8994 -1.8396 -1.0586
O -4.2540 -1.9398 -0.9623
O -2.2439 -1.2763 -2.2824
C -2.1864 0.1983 -2.0986
O -3.2307 0.8877 -1.6233
C -0.8151 1.1043 -2.4088
Nb 0.6618 0.5846 -0.7445
O 2.2311 0.6713 -2.2015
C 2.1682 -0.1415 0.8014
F 1.8613 -1.5702 1.1547
F 3.5093 -0.1871 0.1096
C 2.3654 0.8366 2.1022
F 3.0721 -0.0005 3.1430
F 3.2992 1.9933 1.8310
C 0.9706 1.3391 2.8089
F 0.4631 2.6514 2.2601
F -0.0955 0.2957 2.8748
F 1.3213 1.6407 4.2468
H -2.5968 -3.0336 0.9855
H -1.5380 -1.4839 0.8144
H -1.1143 -3.0322 -0.2341
H -1.0964 2.2352 -2.2955
H -0.3755 0.8116 -3.4539
H 0.3719 -1.1879 -1.1686
H -0.7460 0.5069 0.3970
H 0.9387 2.3317 -0.2894
H 1.9573 -0.0005 -2.9054
*
```

These are the Löwdin partial charges, in e, on atoms 1 to 2: C -0.055; C -0.259

***

ORCA calculation (ωB97M-V/def2-TZVPD) on C31H45ClF5OsP as an isolated structure at a distorted geometry.

## Properties
- Gap between HOMO and LUMO (spin up / spin down): 5.8 / 6.5 eV
- Strongest force on any atom: 4.589 eV/A
- ⟨S²⟩: 6.02
- LUMO level (spin up / spin down): 0.376 / -1.708 eV
- Electronic energy: -2599.5341 a.u.

```
! wB97M-V def2-TZVPD RIJCOSX def2/J DEFGRID3
* xyz 0 5
Os -1.5833 0.0642 1.1921
Cl -3.6491 0.2346 2.3612
P 0.3747 -0.1935 -0.1788
C -0.8951 2.0362 0.8421
H 0.0281 2.4816 0.3702
H -0.6512 2.3295 1.8719
C 0.0675 -2.0047 -0.4870
C 1.9422 0.0397 0.8729
C 0.8142 -2.7224 -1.6026
H 0.3798 -2.4362 0.4734
C 0.4841 -4.2284 -1.5023
H 0.4927 -2.3256 -2.5678
H 1.8990 -2.5675 -1.5039
C -0.9998 -4.5294 -1.5136
H 0.9771 -4.7318 -2.3394
H 0.9453 -4.6205 -0.5884
C -1.8062 -3.6815 -0.5326
H -1.4027 -4.3817 -2.5171
H -1.1551 -5.5822 -1.2636
C -1.4580 -2.2035 -0.6483
H -2.8793 -3.7812 -0.7212
H -1.6288 -3.9950 0.4959
H -1.7694 -1.7965 -1.6236
H -2.0690 -1.6833 0.1416
C 0.7993 0.5977 -1.8676
C 2.5566 1.4400 0.7000
H 1.5255 -0.0171 1.8860
C 3.6981 1.6537 1.6871
H 2.9228 1.5694 -0.3258
H 1.7914 2.2131 0.8543
C 4.7626 0.5556 1.6076
H 4.1564 2.6345 1.4886
H 3.2881 1.6894 2.6976
C 4.1614 -0.8460 1.6737
H 5.3547 0.6681 0.7021
H 5.4631 0.6795 2.4468
C 2.9863 -1.0712 0.7038
H 4.9314 -1.5998 1.4495
H 3.8145 -1.0504 2.6915
H 3.3503 -1.0922 -0.3325
H 2.5286 -2.0532 0.8990
C -0.2977 0.3362 -2.9091
H 0.8117 1.6689 -1.6069
C -0.0369 1.1341 -4.1889
H -0.3075 -0.7345 -3.1515
H -1.2932 0.6048 -2.5303
C 1.3512 0.8909 -4.7802
H -0.8009 0.8562 -4.9239
H -0.1674 2.1960 -3.9785
C 2.4535 1.0064 -3.7285
H 1.3903 -0.0911 -5.2507
H 1.5384 1.6197 -5.5826
C 2.1676 0.1966 -2.4617
H 3.4041 0.6597 -4.1489
H 2.6011 2.0560 -3.4612
H 2.1568 -0.8742 -2.7082
H 2.9837 0.3349 -1.7333
C -2.7218 1.2652 -0.3843
C -1.9341 2.5886 -0.4706
H -2.4639 0.5179 -1.1911
C -2.6670 3.7545 0.0406
H -1.2555 2.7549 -1.3555
C -3.8921 3.4010 0.8407
H -1.9558 4.2922 0.6342
H -2.9321 4.4926 -0.7111
C -4.9159 2.5597 -0.0929
H -3.6354 2.8234 1.7038
H -4.4646 4.3191 1.1405
C -4.2456 1.2812 -0.5808
H -5.8235 2.3608 0.5020
H -5.2384 3.2086 -0.9298
H -4.7310 0.4324 -0.1677
H -4.5123 1.2368 -1.5706
F -1.2435 1.8656 3.9959
C -0.8779 0.5677 4.1559
C -0.7761 -0.3704 3.1297
C -0.3794 -1.6629 3.4423
F -0.2757 -2.6574 2.5146
C -0.0874 -2.0820 4.7319
F 0.3175 -3.3282 5.0008
C -0.2572 -1.1058 5.7647
F -0.0576 -1.4681 7.0574
C -0.6422 0.2391 5.4950
F -0.8352 1.1609 6.4562
*
```

These are the Löwdin partial charges, in e, on atoms 1 to 2: Os 1.139; Cl 0.062

***

ORCA calculation (ωB97M-V/def2-TZVPD) on a 14-piece molecular cluster, BF4H26O13 overall at a distorted geometry.

## Properties
- Gap between HOMO and LUMO: 10.3 eV
- Strongest force on any atom: 1.117 eV/A
- Energy relative to the best compared isomer or geometry (same formula, charge and spin): 1.13 kcal/mol
- LUMO level: 2.521 eV
- Electronic energy: -1418.4127 a.u.

```
! wB97M-V def2-TZVPD RIJCOSX def2/J DEFGRID3
* xyz -1 1
B 0.0545 0.5039 0.5906
F 0.0110 1.8296 0.9978
F 0.4599 0.4179 -0.7773
F 0.9477 -0.2747 1.3659
F -1.1993 -0.0901 0.7816
O 3.5675 -0.1809 3.2738
H 3.1844 0.0236 2.4118
H 3.1048 0.4034 3.8846
O 3.1226 -0.3252 -0.7074
H 2.1432 -0.2978 -0.6956
H 3.3551 -0.2955 -1.6407
O 3.0834 2.6304 -0.3440
H 2.8747 1.7461 -0.0149
H 3.9191 2.5129 -0.8044
O -3.8118 -0.0877 -0.8817
H -3.3737 -0.9644 -0.8461
H -4.6757 -0.2629 -1.2658
O -3.0723 -2.7844 -0.4989
H -2.6353 -2.5288 0.3334
H -2.4209 -3.3445 -0.9360
O -3.3685 2.3750 0.6033
H -2.5025 2.1636 0.9706
H -3.5610 1.6350 -0.0027
O 1.9121 -2.7119 1.4712
H 1.9378 -3.2910 0.7035
H 1.6643 -1.8449 1.1149
O -1.0011 4.1770 -0.8799
H -1.1372 3.5334 -0.1747
H -0.0487 4.1778 -1.0247
O -1.1936 -2.9080 1.6009
H -0.4957 -2.2557 1.7532
H -1.0333 -3.5843 2.2650
O 0.3162 -2.3830 -1.0139
H 0.0669 -1.9968 -1.8765
H -0.1380 -1.8409 -0.3663
O -0.4553 -1.2812 -3.5890
H -1.4103 -1.2331 -3.7062
H -0.1625 -0.3431 -3.5941
O 0.3680 1.4735 -3.2591
H 1.0762 2.1062 -3.4098
H 0.4150 1.2770 -2.3019
O -0.0633 1.7190 3.6623
H -0.0568 0.8529 4.0826
H 0.2321 1.5524 2.7446
*
```

These are the Löwdin partial charges, in e, on atoms 1 to 2: B -1.225; F 0.148